Record 1
Formula: C24H38F6N3NiOSi
Source: the OMol25 dataset
Level of theory: ωB97M-V with the def2-TZVPD basis set

XYZ file:
```
74
Properties=species:S:1:pos:R:3:mulliken_spin:R:1
Ni -0.20 -0.02 0.49 1.624
C -3.14 1.43 0.51 0.000
C -3.19 0.15 1.37 0.012
N -1.91 -0.11 2.00 0.048
C -1.68 0.49 3.31 0.009
C -1.51 2.01 3.24 -0.003
N -0.54 2.45 2.26 0.019
C -0.95 3.44 1.30 0.000
C -1.29 2.92 -0.12 0.012
N -1.83 1.57 -0.11 0.008
H -3.94 1.36 -0.25 0.001
H -3.34 2.32 1.12 0.000
H -4.01 0.23 2.11 0.003
H -3.42 -0.68 0.70 -0.001
H -1.77 -1.12 2.10 -0.007
H -2.51 0.26 4.00 0.001
H -0.76 0.05 3.70 -0.001
H -2.49 2.48 3.06 0.000
H -1.18 2.34 4.24 0.001
H -0.10 1.64 1.79 0.008
H -1.80 3.99 1.72 0.000
H -0.13 4.17 1.19 0.001
H -1.98 3.64 -0.60 0.003
H -0.37 2.88 -0.70 -0.009
H -1.87 1.22 -1.06 -0.022
C 0.34 -2.67 -2.21 0.006
Si -0.69 -1.92 -0.73 0.162
C -1.10 -3.58 0.23 0.038
C -2.33 -1.47 -1.68 -0.013
C -2.32 -0.46 -2.65 0.035
C -3.49 0.01 -3.22 -0.010
C -4.72 -0.49 -2.81 0.016
C -4.76 -1.51 -1.87 -0.009
C -3.58 -1.99 -1.33 0.020
H -0.25 -3.42 -2.74 0.003
H 1.26 -3.14 -1.86 0.000
H 0.62 -1.91 -2.93 -0.001
H -1.44 -4.36 -0.45 0.002
H -1.87 -3.44 0.99 -0.006
H -0.21 -3.93 0.73 0.000
H -1.38 -0.04 -2.97 0.000
H -3.46 0.80 -3.96 0.000
H -5.64 -0.09 -3.23 0.002
H -5.71 -1.93 -1.56 0.000
H -3.62 -2.81 -0.62 0.006
C 4.60 0.55 -1.52 0.002
C 3.34 0.65 -2.39 0.008
C 3.32 -0.51 -3.39 0.001
C 3.35 1.98 -3.15 0.002
C 2.15 0.59 -1.53 0.053
C 1.19 0.61 -0.79 -0.029
H 5.49 0.76 -2.11 0.000
H 4.69 -0.44 -1.10 0.000
H 4.54 1.27 -0.70 -0.001
H 4.25 -0.54 -3.95 0.000
H 2.49 -0.40 -4.09 0.000
H 3.20 -1.46 -2.87 0.000
H 4.22 2.04 -3.81 0.000
H 3.39 2.81 -2.44 -0.001
H 2.45 2.08 -3.75 0.000
C 2.95 -1.50 1.22 0.004
C 2.19 -0.76 2.35 0.005
O 0.89 -0.64 2.15 -0.003
C 2.45 -1.52 3.69 0.002
F 1.65 -1.12 4.68 0.000
F 2.26 -2.85 3.58 0.000
F 3.72 -1.39 4.15 0.000
C 2.88 0.64 2.54 0.001
F 4.23 0.62 2.43 0.000
F 2.46 1.54 1.66 0.005
F 2.63 1.18 3.76 0.000
H 2.55 -2.50 1.14 -0.003
H 4.02 -1.53 1.42 0.000
H 2.72 -0.97 0.30 -0.001
```

Expectation value of S²: 2.010
Charge: -1
Gap between HOMO and LUMO (spin up / spin down), eV: 6.208 / 7.832
Spin multiplicity: 3
E_LUMO (spin up / spin down), Ha: 0.1025 / 0.1024
Relative energy (zero: lowest compared OMol25 entry of this formula, charge and spin), eV: 0.566
E_HOMO (spin up / spin down), eV: -3.42 / -5.04

=====

Record 2
Formula: C24H39AlO12P
Source: the OMol25 dataset
Level of theory: ωB97M-V with the def2-TZVPD basis set

XYZ file:
```
77
Properties=species:S:1:pos:R:3:mulliken_charge:R:1
C 0.75 -1.47 2.65 -1.100
C 1.93 -0.71 2.06 -0.401
O 1.54 0.56 1.50 -0.241
P 2.50 1.04 0.32 0.917
O 2.60 0.00 -0.73 -0.774
C 1.92 2.59 -0.36 -0.192
C 0.90 3.41 0.48 -0.947
Al -0.91 3.65 -0.37 -0.050
C -2.38 3.04 0.87 -1.190
C -1.88 2.42 2.19 0.763
C -2.93 1.55 2.87 -0.551
O -3.07 1.79 4.28 -0.592
O -0.95 2.81 -2.03 -0.483
C -1.91 1.98 -2.28 -0.098
O -3.06 2.25 -2.50 -0.658
C -1.44 0.55 -2.32 0.781
C -1.72 -0.27 -3.41 -0.500
C -1.26 -1.58 -3.43 -0.443
C -0.50 -2.08 -2.37 -0.983
C -0.23 -1.26 -1.28 -0.653
C -0.69 0.05 -1.25 0.543
O 3.92 1.27 1.05 -0.435
C 4.93 1.51 0.06 0.167
C 6.27 0.99 0.55 -1.647
H 0.62 -2.41 2.14 0.384
H -0.15 -0.88 2.50 0.002
H 0.88 -1.69 3.70 0.444
H 2.68 -0.55 2.83 0.358
H 2.39 -1.33 1.31 0.352
H 1.55 2.34 -1.34 -0.003
H 2.82 3.17 -0.49 0.659
H 0.81 3.01 1.48 0.353
H 1.31 4.41 0.60 0.608
H -1.14 5.23 -0.65 -0.501
H -2.98 3.91 1.12 0.571
H -3.07 2.34 0.41 0.509
H -0.97 1.85 2.04 -0.584
H -1.69 3.23 2.89 0.264
H -2.70 0.50 2.74 0.168
H -3.90 1.72 2.40 0.319
H -3.44 2.67 4.35 0.338
H -2.29 0.12 -4.24 0.466
H -1.46 -2.23 -4.27 0.390
H -0.12 -3.08 -2.37 0.497
H 0.37 -1.63 -0.46 0.355
H -0.48 0.69 -0.41 0.268
H 4.68 1.00 -0.85 0.146
H 5.05 2.56 -0.14 0.260
H 7.05 1.32 -0.13 0.412
H 6.48 1.39 1.54 0.351
H 6.28 -0.09 0.58 0.341
C -5.68 -4.13 3.99 -1.511
C -4.55 -3.33 3.40 0.585
C -4.33 -3.54 1.91 -0.498
O -2.93 -3.32 1.77 -0.289
C -2.34 -3.61 2.96 0.611
O -1.17 -3.72 3.12 -0.512
O -3.28 -3.76 3.93 -0.360
H -5.84 -3.86 5.04 0.364
H -6.61 -3.94 3.45 0.371
H -5.45 -5.19 3.96 0.354
H -4.66 -2.27 3.63 0.247
H -4.88 -2.83 1.29 0.328
H -4.57 -4.56 1.60 0.303
C 2.76 -1.81 -4.84 -1.725
C 2.51 -0.70 -3.84 1.354
C 1.66 0.44 -4.36 -0.092
O 2.16 1.55 -3.61 -0.314
C 3.43 1.27 -3.24 0.657
O 4.15 2.05 -2.71 -0.578
O 3.73 -0.02 -3.50 -0.409
H 3.29 -2.64 -4.37 0.397
H 1.82 -2.18 -5.25 0.356
H 3.39 -1.44 -5.66 0.409
H 2.08 -1.11 -2.92 -0.134
H 0.60 0.31 -4.19 -0.231
H 1.83 0.64 -5.43 0.355
```

Charge: -1
Gap between HOMO and LUMO, eV: 7.442
E_LUMO, Ha: 0.0821
E_HOMO, eV: -5.21

=====

Record 3
Formula: C24H39F2P
Source: the OMol25 dataset
Level of theory: ωB97M-V with the def2-TZVPD basis set

XYZ file:
```
66
Properties=species:S:1:pos:R:3:mulliken_charge:R:1
C -1.53 2.25 0.05 -1.486
C -0.90 0.86 0.03 1.098
C 0.10 0.65 -1.10 -0.140
C 0.73 -0.76 -1.10 0.018
C 2.22 -0.86 -0.74 -1.562
C 2.67 -0.13 0.54 1.156
C 2.89 -1.06 1.76 -1.527
C 1.89 -0.84 2.89 0.106
C 2.24 0.35 3.81 -0.915
C 1.10 1.34 4.10 -0.706
C 1.45 2.81 3.82 -1.193
C 1.83 3.12 2.38 0.173
P 2.03 5.00 2.04 0.149
H -1.03 2.92 0.76 0.277
H -2.58 2.22 0.33 0.419
H -1.47 2.72 -0.94 0.271
H -0.40 0.65 0.99 -0.637
H -1.69 0.10 -0.07 0.183
H 0.87 1.42 -1.06 0.397
H -0.43 0.80 -2.04 -0.226
H 0.62 -1.19 -2.10 0.316
H 0.15 -1.41 -0.45 -0.094
H 2.45 -1.92 -0.62 0.458
H 2.81 -0.52 -1.59 0.359
H 3.57 0.44 0.33 0.470
H 1.92 0.62 0.82 -0.872
H 2.86 -2.10 1.43 0.528
H 3.90 -0.90 2.16 0.426
H 1.79 -1.75 3.48 0.547
H 0.90 -0.67 2.44 -0.347
H 3.08 0.90 3.37 0.383
H 2.62 -0.05 4.75 0.426
H 0.21 1.07 3.52 0.300
H 0.80 1.27 5.15 0.369
H 2.26 3.12 4.48 0.327
H 0.59 3.43 4.10 0.548
H 2.77 2.63 2.10 0.283
H 1.06 2.74 1.70 -0.489
H 1.05 4.96 1.01 0.031
H 3.39 4.82 1.64 0.052
H 1.65 5.29 3.38 0.044
H 2.19 6.44 1.80 0.046
F -1.97 -2.76 -1.24 -0.167
C -2.62 -3.27 -0.17 0.398
C -2.24 -2.85 1.09 0.057
C -2.90 -3.38 2.19 -0.493
C -3.92 -4.31 2.01 -0.588
C -4.28 -4.71 0.73 -0.322
C -3.62 -4.19 -0.38 -0.614
H -1.44 -2.13 1.20 0.219
H -2.62 -3.06 3.18 0.379
H -4.44 -4.71 2.87 0.374
H -5.07 -5.43 0.59 0.358
H -3.88 -4.49 -1.38 0.425
F -0.52 -0.39 -8.45 -0.322
C -0.83 -0.42 -7.14 0.412
C -1.27 -1.61 -6.59 -0.471
C -1.59 -1.64 -5.24 -0.403
C -1.46 -0.50 -4.47 -0.451
C -1.01 0.68 -5.04 -0.329
C -0.69 0.73 -6.39 -0.519
H -1.36 -2.49 -7.22 0.414
H -1.93 -2.56 -4.79 0.394
H -1.71 -0.53 -3.41 0.554
H -0.91 1.58 -4.44 0.319
H -0.34 1.64 -6.86 0.416
```

Gap between HOMO and LUMO, eV: 8.968
E_LUMO, Ha: 0.0291
E_HOMO, eV: -8.18
SMILES string: CCCCCCCCCCCC[PH4].Fc1ccccc1.Fc1ccccc1

=====

Record 4
Formula: C24H39F5N2O4SbSi3SnTe
Source: the OMol25 dataset
Level of theory: ωB97M-V with the def2-TZVPD basis set

XYZ file:
```
80
Properties=species:S:1:pos:R:3:mulliken_charge:R:1
Sn -0.55 2.88 -0.61 1.139
C -0.12 4.92 3.78 -0.689
O 0.46 3.63 3.98 -0.517
C 1.58 3.38 3.23 0.151
C 2.81 3.35 3.84 -0.264
C 3.97 3.02 3.12 -0.806
C 3.86 2.73 1.78 -1.084
C 2.61 2.76 1.13 0.609
C 2.60 2.42 -0.26 -0.361
N 1.57 2.31 -1.05 0.395
N 1.96 1.96 -2.35 -0.969
C 1.00 1.61 -3.12 0.460
O -0.28 1.67 -2.71 -0.727
C 1.28 1.27 -4.53 0.800
C 2.52 0.74 -4.87 -0.411
C 2.80 0.44 -6.19 -0.752
C 1.84 0.67 -7.17 -0.377
C 0.61 1.20 -6.83 -0.862
C 0.32 1.50 -5.50 -0.231
C 1.45 3.09 1.85 0.880
O 0.25 3.13 1.30 -0.764
H -0.82 5.08 4.59 0.274
H 0.66 5.69 3.82 0.384
H -0.64 4.97 2.82 0.146
H 2.86 3.58 4.89 0.492
H 4.93 3.00 3.61 0.451
H 4.74 2.48 1.21 0.418
H 3.56 2.20 -0.72 0.449
H 3.26 0.57 -4.10 0.411
H 3.76 0.02 -6.46 0.406
H 2.06 0.43 -8.20 0.410
H -0.14 1.38 -7.59 0.416
H -0.64 1.91 -5.23 0.462
C 1.32 -3.76 1.40 -1.144
Si 1.02 -2.70 -0.12 0.590
C 2.30 -1.37 -0.33 -0.334
C 0.70 -3.72 -1.63 -0.888
Sb -1.16 -1.45 0.57 -0.017
Si -3.50 -2.63 0.49 0.742
C -3.20 -3.89 1.84 -1.087
C -4.68 -1.28 0.96 -0.980
C -3.87 -3.48 -1.11 -1.006
Si -0.87 -0.27 2.87 0.550
C -1.95 1.25 2.82 -0.621
C -1.46 -1.51 4.13 -1.263
C 0.97 0.01 3.04 -0.192
H 2.23 -4.34 1.26 0.422
H 0.50 -4.47 1.57 0.323
H 1.45 -3.16 2.30 0.291
H 3.24 -1.84 -0.65 0.505
H 2.49 -0.84 0.61 0.176
H 2.01 -0.65 -1.10 -0.299
H 1.59 -4.31 -1.85 0.442
H 0.48 -3.08 -2.49 0.124
H -0.14 -4.40 -1.49 0.292
H -2.91 -3.45 2.79 0.267
H -2.43 -4.61 1.54 0.284
H -4.12 -4.45 2.00 0.418
H -4.43 -0.82 1.92 0.262
H -5.69 -1.71 1.05 0.420
H -4.71 -0.51 0.19 0.260
H -3.07 -4.14 -1.42 0.309
H -4.07 -2.77 -1.91 0.235
H -4.77 -4.09 -0.94 0.445
H -2.87 1.05 3.36 0.505
H -2.22 1.54 1.81 0.117
H -1.44 2.09 3.29 0.085
H -2.54 -1.65 4.10 0.320
H -1.22 -1.10 5.12 0.439
H -0.97 -2.48 4.06 0.345
H 1.39 0.54 2.20 -0.659
H 1.48 -0.95 3.14 0.427
H 1.18 0.59 3.94 0.426
F -3.39 -0.39 -1.90 -0.448
Te -1.61 0.02 -2.45 1.546
F -1.98 -0.09 -4.24 -0.295
F -1.73 -1.89 -2.33 -0.356
F -2.54 1.67 -2.42 -0.418
F 0.13 -0.69 -2.83 -0.390
O -1.12 0.20 -0.62 -0.506
```

Charge: +1
Gap between HOMO and LUMO, eV: 6.982
E_LUMO, Ha: -0.1440
Relative energy (zero: lowest compared OMol25 entry of this formula, charge and spin), eV: 1.178
E_HOMO, eV: -10.90

=====

Record 5
Formula: C24H40BBaBr20O8
Source: the OMol25 dataset
Level of theory: ωB97M-V with the def2-TZVPD basis set

XYZ file:
```
94
Properties=species:S:1:pos:R:3:mulliken_charge:R:1
Ba -5.73 2.90 1.48 1.805
O 2.33 1.42 -0.01 -0.350
C 1.27 0.91 0.10 0.371
O 0.11 1.47 0.38 -0.127
B -0.96 0.47 0.43 0.101
O -0.30 -0.79 0.17 0.070
C 0.98 -0.59 -0.11 0.167
O 1.74 -1.43 -0.47 -0.539
O -2.05 0.72 -0.52 -0.264
C -3.09 1.09 0.11 0.623
O -4.16 1.50 -0.32 -0.586
C -2.82 0.91 1.62 0.165
O -1.65 0.42 1.74 0.072
O -3.65 1.15 2.47 -0.735
Br 3.23 1.55 4.11 -0.154
C 1.38 1.80 3.49 0.660
C 1.12 3.25 3.13 -0.168
Br -0.83 3.56 3.31 -0.244
H 0.74 1.46 4.30 0.120
H 1.34 1.19 2.60 -0.779
H 1.39 3.43 2.09 -0.073
H 1.62 3.98 3.76 0.580
Br -3.06 -4.23 2.34 -0.208
C -1.62 -3.44 3.46 -0.500
C -0.67 -2.69 2.60 0.382
Br 0.40 -1.53 3.85 -0.117
H -1.13 -4.26 3.99 0.477
H -2.13 -2.88 4.24 0.191
H -1.16 -1.99 1.92 -0.389
H 0.02 -3.36 2.10 0.080
Br -5.31 -1.54 -1.21 -0.101
C -5.78 -0.45 -2.76 -0.721
C -7.16 0.18 -2.58 -0.649
Br -7.10 1.48 -1.12 -0.255
H -5.89 -1.15 -3.59 0.499
H -5.04 0.33 -2.92 0.314
H -7.84 -0.61 -2.26 0.406
H -7.52 0.71 -3.46 0.449
Br -1.96 4.68 -1.55 -0.189
C -0.94 3.22 -2.39 0.123
C -0.44 3.60 -3.77 -0.438
Br -1.99 3.69 -4.99 -0.160
H -1.58 2.35 -2.43 -0.120
H -0.11 3.04 -1.71 0.000
H 0.19 2.83 -4.22 0.275
H 0.13 4.52 -3.80 0.523
Br 5.16 -3.34 0.47 -0.167
C 4.60 -1.49 0.05 1.065
C 4.60 -0.61 1.25 0.077
Br 6.47 -0.24 1.68 -0.143
H 3.60 -1.51 -0.39 -1.196
H 5.23 -1.19 -0.79 0.518
H 4.05 -1.08 2.07 0.454
H 4.03 0.31 1.15 -0.308
Br 4.66 0.79 -2.68 -0.141
C 3.30 -0.50 -3.23 0.246
C 3.40 -0.66 -4.77 -0.694
Br 2.50 -2.34 -5.37 -0.180
H 2.30 -0.16 -3.01 -0.263
H 3.52 -1.44 -2.74 0.085
H 4.44 -0.70 -5.08 0.527
H 2.92 0.19 -5.24 0.369
Br 0.23 -5.18 0.17 -0.136
C 2.09 -4.79 -0.39 0.372
C 2.44 -5.36 -1.79 -0.599
Br 0.97 -5.08 -3.11 -0.151
H 2.77 -5.23 0.32 0.627
H 2.09 -3.70 -0.46 -0.801
H 2.55 -6.44 -1.67 0.444
H 3.37 -4.96 -2.17 0.367
Br -2.58 -4.18 -2.58 -0.071
C -1.49 -2.61 -2.20 0.204
C -0.97 -2.11 -3.54 -0.239
Br -0.56 -0.16 -3.29 -0.136
H -0.69 -2.89 -1.53 -0.178
H -2.07 -1.83 -1.72 -0.114
H -1.69 -2.18 -4.34 0.594
H -0.04 -2.57 -3.84 -0.090
Br -5.32 -1.61 6.38 -0.189
C -4.24 -0.01 6.85 -0.560
C -3.34 0.19 5.62 0.321
Br -1.71 1.16 6.05 -0.109
H -3.67 -0.39 7.70 0.382
H -4.89 0.81 7.10 0.389
H -3.91 0.62 4.80 0.157
H -3.07 -0.79 5.25 -0.330
Br 4.58 3.82 1.47 -0.139
C 3.83 4.64 -0.18 -0.415
C 4.83 5.42 -0.99 -0.562
Br 3.98 6.58 -2.32 -0.179
H 3.02 5.28 0.14 0.419
H 3.42 3.81 -0.75 0.158
H 5.49 4.75 -1.55 0.350
H 5.47 6.09 -0.42 0.382
```

Charge: +1
Gap between HOMO and LUMO, eV: 5.644
E_LUMO, Ha: -0.1917
E_HOMO, eV: -10.86

=====

Record 6
Formula: C24H40BHfN8OS
Source: the OMol25 dataset
Level of theory: ωB97M-V with the def2-TZVPD basis set

XYZ file:
```
76
Properties=species:S:1:pos:R:3:mulliken_charge:R:1
Hf 0.06 -0.24 0.02 -0.960
C 5.10 0.38 0.14 -1.567
C 3.69 0.98 0.25 0.990
C 2.99 0.43 1.50 -0.757
C 2.93 0.62 -1.00 0.365
C 3.20 0.93 -2.33 -1.456
C 2.28 0.21 -3.07 -0.449
N 1.50 -0.48 -2.24 0.105
N 1.90 -0.24 -0.95 0.357
B 0.53 -1.67 -2.54 0.294
N 0.64 -2.64 -1.33 -0.160
C 1.08 -3.91 -1.31 -0.200
C 1.11 -4.36 0.00 -1.535
C 0.65 -3.29 0.77 0.265
N 0.35 -2.26 -0.05 0.974
C 0.55 -3.16 2.26 0.574
C 1.95 -3.30 2.87 -1.339
C -0.15 -1.87 2.70 -0.823
N -0.91 -1.12 -2.55 -0.117
C -1.91 -1.36 -3.41 -0.222
C -3.11 -1.02 -2.81 -1.237
C -2.77 -0.57 -1.53 0.041
N -1.43 -0.61 -1.39 1.114
C -3.67 -0.28 -0.37 0.527
C -4.28 -1.61 0.09 -1.454
C -2.91 0.40 0.78 -0.388
H 5.66 0.61 1.04 0.463
H 5.63 0.79 -0.71 0.418
H 5.05 -0.70 0.03 0.383
H 3.78 2.07 0.32 0.211
H 2.88 -0.65 1.41 -0.127
H 2.02 0.92 1.68 -0.220
H 3.61 0.64 2.37 0.616
H 3.98 1.56 -2.72 0.633
H 2.16 0.16 -4.14 0.578
H 0.80 -2.20 -3.55 -0.027
H 1.36 -4.42 -2.21 0.559
H 1.42 -5.32 0.34 0.577
H -0.04 -4.00 2.64 0.496
H 2.62 -2.51 2.54 0.224
H 2.39 -4.25 2.58 0.418
H 1.89 -3.28 3.95 0.466
H 0.33 -0.95 2.27 0.262
H -0.07 -1.79 3.78 0.543
H -1.22 -1.91 2.47 0.081
H -1.73 -1.77 -4.38 0.565
H -4.09 -1.10 -3.22 0.590
H -4.49 0.38 -0.69 0.511
H -3.50 -2.31 0.40 0.306
H -4.84 -2.07 -0.73 0.427
H -4.96 -1.46 0.92 0.434
H -2.03 -0.21 1.10 -0.198
H -3.58 0.49 1.64 0.573
H -2.60 1.41 0.50 0.177
O 0.14 1.70 -0.31 -0.843
C 0.06 1.89 0.96 -0.130
C 2.74 6.63 1.68 -1.202
N 1.70 5.67 2.01 0.021
C 1.60 5.38 3.43 -1.087
C 1.01 5.01 1.11 0.936
S 0.38 3.36 1.78 -0.194
N 0.72 5.44 -0.10 0.038
C 0.35 4.57 -1.19 -0.679
C 0.60 6.85 -0.44 -1.156
H 3.64 6.35 2.24 0.431
H 2.47 7.64 1.97 0.411
H 2.99 6.61 0.62 0.401
H 1.85 6.29 3.98 0.391
H 2.30 4.60 3.73 0.383
H 0.59 5.09 3.70 0.436
H 0.72 3.56 -1.04 -0.011
H 0.79 4.96 -2.11 0.415
H -0.74 4.55 -1.31 0.349
H 0.55 7.48 0.45 0.411
H -0.33 6.97 -1.00 0.406
H 1.42 7.18 -1.08 0.398
```

Charge: +3
Gap between HOMO and LUMO, eV: 8.258
E_LUMO, Ha: -0.3344
Relative energy (zero: lowest compared OMol25 entry of this formula, charge and spin), eV: 1.740
E_HOMO, eV: -17.36